Formula: C39H48BN6O3PS4W
Source: the OMol25 dataset
Level of theory: ωB97M-V with the def2-TZVPD basis set

HOMO energy (spin up / spin down)   -12.676 / -12.676 eV
Net charge   +2

The geometry in XYZ format:
```
103
Properties=species:S:1:pos:R:3:forces:R:3
W -0.346 -0.584 -0.494 0.429 -0.269 0.044
C -2.192 4.721 3.136 0.011 -0.014 -0.003
C -1.349 3.459 3.317 -0.071 0.029 0.059
C -2.266 2.270 3.551 0.017 -0.025 0.013
C -0.393 3.584 4.503 0.005 0.002 0.005
N -0.499 3.313 2.072 0.061 0.112 -0.046
C 0.428 4.300 1.778 -0.029 -0.099 -0.002
C 1.058 3.948 0.642 0.009 0.026 0.029
N 0.517 2.753 0.228 -0.024 -0.070 -0.044
B 0.829 2.009 -1.067 -0.010 0.101 0.088
N 0.100 2.550 -2.275 0.085 -0.134 -0.042
C 0.104 3.837 -2.780 -0.071 0.039 -0.085
C -0.658 3.835 -3.891 0.060 -0.059 0.065
N -1.138 2.547 -4.073 0.005 0.026 0.019
C -0.668 1.776 -3.074 0.080 0.047 0.030
S -0.986 0.086 -2.835 -0.162 0.106 0.094
C -2.050 2.132 -5.205 -0.073 -0.020 -0.062
C -1.361 1.044 -6.027 0.007 0.007 0.012
C -3.382 1.666 -4.621 0.019 0.003 0.014
C -2.296 3.342 -6.100 0.005 0.007 0.012
N 2.287 1.636 -1.269 0.106 -0.093 0.026
C 3.248 2.197 -2.082 -0.008 -0.019 0.017
C 4.330 1.400 -2.026 -0.011 -0.042 0.047
N 4.032 0.329 -1.193 -0.023 0.084 -0.046
C 2.779 0.491 -0.742 0.081 0.073 -0.064
S 1.885 -0.479 0.423 -0.128 0.150 0.040
C 5.051 -0.775 -1.013 0.063 -0.080 -0.002
C 6.296 -0.144 -0.393 -0.008 0.012 0.004
C 4.554 -1.899 -0.117 -0.022 0.020 -0.004
C 5.341 -1.343 -2.403 -0.007 0.008 0.008
C -0.433 2.380 1.104 0.022 -0.034 -0.009
S -1.339 0.855 1.000 -0.143 0.162 0.176
H -2.812 4.863 4.020 0.003 -0.010 0.006
H -2.848 4.626 2.271 0.001 0.008 -0.004
H -1.580 5.615 3.018 0.006 0.001 -0.009
H -2.827 2.477 4.462 0.003 0.012 0.008
H -1.701 1.351 3.708 -0.031 -0.020 -0.011
H -2.984 2.133 2.745 -0.003 -0.019 -0.005
H -0.979 3.661 5.418 -0.008 -0.001 -0.002
H 0.235 4.471 4.446 0.010 0.003 -0.002
H 0.245 2.703 4.580 0.006 -0.001 -0.001
H 0.571 5.155 2.411 -0.002 0.017 -0.006
H 1.861 4.434 0.114 -0.002 0.013 -0.002
H 0.368 0.922 -0.924 -0.166 -0.053 -0.218
H 0.624 4.648 -2.302 0.007 0.005 0.001
H -0.904 4.638 -4.556 0.013 0.008 0.004
H -1.202 0.130 -5.462 0.012 -0.011 0.011
H -0.402 1.400 -6.407 0.006 -0.007 0.001
H -1.992 0.800 -6.880 -0.006 0.006 -0.001
H -3.276 0.782 -3.999 -0.004 0.004 -0.003
H -4.055 1.421 -5.442 -0.002 -0.001 -0.009
H -3.841 2.462 -4.033 -0.003 0.000 0.002
H -1.374 3.717 -6.546 -0.004 0.006 -0.006
H -2.806 4.150 -5.574 0.004 0.003 0.006
H -2.946 3.026 -6.913 0.003 -0.014 -0.004
H 3.078 3.101 -2.641 0.005 0.001 -0.009
H 5.282 1.489 -2.515 0.002 0.015 -0.009
H 6.067 0.290 0.581 0.004 0.005 -0.001
H 6.732 0.628 -1.027 -0.002 0.008 -0.001
H 7.051 -0.916 -0.253 -0.001 -0.010 -0.002
H 4.359 -1.558 0.899 -0.009 -0.006 0.006
H 5.349 -2.642 -0.069 0.015 0.005 -0.011
H 3.664 -2.382 -0.519 -0.004 -0.001 0.009
H 5.767 -0.601 -3.077 -0.001 0.003 -0.003
H 4.431 -1.745 -2.851 -0.002 0.001 -0.005
H 6.063 -2.152 -2.310 0.001 -0.001 0.009
O -0.797 -3.721 -2.991 -0.060 0.030 -0.022
S -0.500 -3.111 -1.749 0.197 0.054 0.152
O -1.556 -2.143 -1.210 -0.290 -0.054 -0.191
O 0.703 -2.238 -1.678 -0.028 -0.029 0.033
C -0.349 -4.325 -0.490 0.039 0.085 -0.021
C -0.098 -5.630 -0.876 0.005 -0.044 -0.037
C 0.078 -6.604 0.098 -0.013 0.055 0.001
C 0.001 -6.255 1.436 -0.005 -0.001 -0.011
C -0.257 -4.941 1.811 0.001 -0.014 0.025
C -0.435 -3.949 0.855 0.024 -0.035 0.079
P -0.882 -2.253 1.387 0.024 -0.085 -0.174
C -2.684 -2.353 1.597 -0.045 -0.074 -0.003
C -3.389 -3.410 1.022 -0.025 0.015 0.025
C -4.771 -3.468 1.115 -0.011 -0.012 -0.015
C -5.470 -2.474 1.782 0.029 0.007 0.003
C -4.777 -1.420 2.361 -0.002 0.023 0.011
C -3.397 -1.356 2.267 -0.014 -0.029 -0.003
C -0.129 -2.137 3.031 0.015 -0.027 -0.027
C 1.263 -2.226 3.112 0.015 0.007 0.046
C 1.897 -2.180 4.341 0.026 -0.006 -0.016
C 1.151 -2.055 5.506 -0.013 -0.009 -0.013
C -0.232 -2.000 5.435 -0.017 0.002 -0.014
C -0.874 -2.048 4.204 0.016 0.052 0.031
H -0.053 -5.876 -1.929 -0.004 -0.002 -0.003
H 0.267 -7.628 -0.193 0.004 -0.003 0.002
H 0.130 -7.008 2.201 0.003 -0.009 -0.003
H -0.327 -4.697 2.863 -0.004 0.008 -0.016
H -2.871 -4.200 0.496 -0.001 -0.001 0.004
H -5.301 -4.296 0.664 0.001 0.000 0.000
H -6.547 -2.521 1.857 -0.004 -0.006 0.001
H -5.314 -0.646 2.894 0.001 0.002 0.000
H -2.881 -0.532 2.738 0.042 0.059 0.018
H 1.856 -2.372 2.217 -0.016 0.007 0.008
H 2.975 -2.258 4.392 0.002 -0.002 0.009
H 1.647 -2.024 6.467 -0.001 0.003 0.005
H -0.822 -1.938 6.340 0.004 0.004 0.006
H -1.954 -2.041 4.175 -0.019 0.005 -0.023
```
Positions in Å, forces in eV/Å.

Mulliken population analysis, charges in e, atoms 1 to 4: W 0.49; C -1.55; C 1.15; C -2.12



Formula: C7H10F3IN2O8S2
Source: the OMol25 dataset
Level of theory: ωB97M-V with the def2-TZVPD basis set

HOMO energy   -10.644 eV
SMILES string   O=C(I)CN(N(C(=O)F)C(=O)F)S(=O)(=O)F.CCOS(C)(=O)=O

The geometry in XYZ format:
```
33
Properties=species:S:1:pos:R:3:forces:R:3
O 2.251 -2.626 -1.032 0.210 0.047 -6.013
C 2.260 -2.573 -2.298 -0.731 0.643 5.583
I 3.613 -3.832 -3.451 -0.796 0.856 0.465
C 1.219 -1.494 -2.963 2.632 -1.584 -1.086
N -0.153 -2.014 -2.668 0.302 0.058 -1.205
N -1.154 -1.056 -2.802 0.272 1.077 0.643
C -1.542 -0.437 -1.527 -4.798 4.370 2.066
O -2.497 0.409 -1.451 5.649 -5.005 -0.702
F -0.901 -0.799 -0.277 -1.081 0.142 -4.297
C -0.888 -0.066 -3.866 1.035 6.665 -0.107
O -0.512 1.096 -3.555 -1.746 -5.780 -1.555
F -1.075 -0.304 -5.258 0.237 -0.904 4.089
S -0.521 -3.472 -3.532 0.566 -6.393 -0.873
O -0.597 -4.621 -2.547 -0.343 4.668 -2.974
O 0.380 -3.751 -4.694 -2.666 2.056 3.149
F -2.074 -3.228 -4.174 3.024 0.135 1.564
H 1.470 -0.494 -2.466 -0.904 -1.493 -0.563
H 1.489 -1.499 -4.094 -0.849 0.345 1.748
O 0.425 3.321 1.881 -0.315 -0.046 0.586
S -0.576 2.639 2.659 -0.215 -0.602 0.072
O -1.389 3.332 3.625 0.619 -0.047 -0.500
O 0.101 1.353 3.374 -0.579 0.326 -0.690
C 1.233 1.562 4.219 0.645 0.283 0.714
C 0.839 2.194 5.541 -0.166 0.265 0.087
C -1.652 1.758 1.564 0.091 -0.114 0.055
H 1.991 2.160 3.704 -0.178 -0.003 -0.091
H 1.672 0.580 4.411 -0.256 -0.023 -0.298
H 0.450 3.204 5.397 0.056 -0.082 0.005
H 1.699 2.261 6.212 -0.015 -0.111 -0.103
H 0.052 1.612 6.028 0.124 -0.008 -0.039
H -1.063 1.195 0.844 -0.003 0.132 0.185
H -2.264 2.496 1.047 0.093 0.049 0.096
H -2.287 1.093 2.150 0.083 0.082 -0.008
```
Positions in Å, forces in eV/Å.

Mulliken population analysis, charges in e, atoms 1 to 4: O -0.45; C -0.02; I 0.12; C -0.43



Formula: CH2O3S
Source: the OMol25 dataset
Level of theory: ωB97M-V with the def2-TZVPD basis set

HOMO energy   -9.548 eV

The geometry in XYZ format:
```
7
Properties=species:S:1:pos:R:3:forces:R:3
C 0.351 0.228 0.205 -0.301 -2.340 -0.381
O -2.328 0.801 0.061 -0.914 0.742 0.861
O -0.795 -1.166 0.143 1.262 0.622 0.784
O 1.333 -0.109 -0.668 -0.038 0.890 0.348
S -1.271 0.110 -0.600 0.868 0.085 -1.135
H 0.426 0.371 1.318 0.315 -0.100 -1.330
H 2.284 -0.235 -0.457 -1.192 0.101 0.853
```
Positions in Å, forces in eV/Å.

Mulliken population analysis, charges in e, atoms 1 to 4: C 0.15; O -0.50; O -0.39; O -0.43



Formula: C16H14BrN2O2S3SbW
Source: the OMol25 dataset
Level of theory: ωB97M-V with the def2-TZVPD basis set

HOMO energy (spin up / spin down)   -15.742 / -15.725 eV
Net charge   +3
Multiplicity   2

The geometry in XYZ format:
```
40
Properties=species:S:1:pos:R:3:forces:R:3
W -0.338 0.403 -0.537 -0.980 -0.796 0.228
O -2.803 -3.286 -0.283 0.210 0.080 0.129
C -3.742 -2.813 0.576 -0.040 -0.057 0.017
C -4.820 -3.645 0.847 0.080 -0.041 -0.144
C -5.827 -3.225 1.692 -0.029 0.170 0.125
C -5.782 -1.962 2.290 0.038 -0.051 -0.027
C -4.705 -1.139 2.038 -0.206 -0.069 0.087
C -3.669 -1.559 1.197 0.118 -0.076 0.001
C -2.503 -0.664 1.060 -0.257 -0.294 -0.363
O -1.990 -0.544 -0.262 0.976 0.453 0.022
N -1.301 -1.138 1.833 -0.215 0.985 0.478
N -0.186 -0.517 1.490 0.410 -0.333 -0.053
C 0.882 -0.573 2.298 0.024 -0.027 0.160
C 2.110 -0.079 1.919 -0.157 0.082 -0.264
Br 2.203 0.505 0.085 0.160 0.018 0.039
C 3.347 -0.073 2.588 0.074 -0.040 0.121
C 3.603 -0.212 3.948 0.006 0.029 0.037
C 4.961 -0.508 4.313 0.023 0.044 -0.073
C 5.296 -0.723 5.618 0.088 -0.030 0.096
C 4.312 -0.599 6.607 -0.018 0.006 -0.040
C 2.981 -0.248 6.287 -0.024 -0.007 0.066
C 2.626 -0.057 4.987 -0.027 0.020 -0.072
H -2.198 -2.587 -0.555 -0.172 -0.066 -0.063
H -4.849 -4.614 0.367 -0.033 0.007 0.007
H -6.664 -3.883 1.884 -0.003 0.014 0.006
H -6.579 -1.633 2.941 -0.008 -0.014 -0.012
H -4.661 -0.158 2.500 0.007 -0.004 -0.024
H -2.776 0.329 1.434 0.170 0.047 0.141
H -1.446 -1.245 2.839 -0.090 -0.487 -0.085
H 0.796 -1.078 3.254 -0.048 -0.012 -0.002
H 4.222 0.041 1.953 -0.004 -0.065 -0.011
H 5.710 -0.591 3.533 -0.016 0.002 0.012
H 6.312 -0.971 5.892 -0.009 -0.003 0.004
H 4.582 -0.745 7.646 0.000 -0.001 0.003
H 2.263 -0.102 7.082 0.018 -0.007 -0.001
H 1.632 0.296 4.748 0.010 -0.013 0.015
S -3.881 1.139 -3.093 0.366 0.166 -0.059
Sb -1.975 2.078 -3.388 -0.505 0.013 -0.260
S -0.001 -0.089 -2.560 0.177 -0.222 -0.435
S -0.916 2.416 -0.515 -0.115 0.577 0.195
```
Positions in Å, forces in eV/Å.

Mulliken population analysis, charges in e, atoms 1 to 4: W 0.89; O -0.60; C 0.66; C -0.62